1.
Computed, not measured: the ion C20H44ClN5O2P with charge +1, with the ωB97M-V functional and the def2-TZVPD basis.

Geometry (Å):
Cl -2.39 -3.03 -2.70
P 1.81 -4.64 -2.69
O 1.33 2.47 -6.81
O 3.17 -4.68 -3.83
N 2.14 -3.37 -1.49
N 2.11 -0.82 -0.81
N 1.19 -1.37 -2.91
N 3.79 -4.97 -0.49
N 0.41 -4.30 -3.72
C -3.96 3.28 7.50
C 2.34 0.45 -1.58
C 1.55 -0.76 0.58
C -1.68 2.09 6.48
C 1.85 -2.03 -1.68
C -0.83 2.66 3.91
C 0.58 1.24 2.15
C 0.21 1.74 -6.15
C -0.19 -1.14 -2.36
C -0.63 1.15 3.27
C 0.51 1.60 -4.51
C -5.58 3.03 7.21
C -1.43 -1.54 -3.36
C -3.18 2.66 6.16
C 2.84 -3.83 -0.20
C 1.94 0.82 -4.38
C 2.10 -0.18 -3.11
C 0.31 0.26 0.82
C -1.04 -1.65 -4.94
C -0.50 2.71 5.52
H -1.94 3.00 3.65
H 4.36 -4.80 -1.35
H -1.68 0.92 6.37
H -1.45 2.31 7.62
H -5.95 2.03 7.72
H 0.00 0.92 -0.09
H 1.16 -1.85 0.88
H 1.49 2.08 -7.74
H 3.46 0.73 -1.28
H -6.17 3.98 7.58
H -0.13 3.45 3.39
H -0.18 -5.18 -3.83
H -2.23 -0.65 -3.28
H -0.65 -0.38 1.12
H 1.57 0.90 2.72
H -1.25 -0.64 -5.52
H -1.63 0.71 2.82
H 2.44 -0.55 1.33
H -0.39 3.85 5.81
H 3.52 -2.90 0.12
H -0.29 0.46 4.14
H 0.76 -4.13 -4.70
H -0.36 -1.77 -1.36
H -1.81 -2.43 -5.42
H 0.50 2.70 -4.09
H -3.60 2.79 8.50
H -0.37 -0.01 -2.03
H 2.77 1.67 -4.25
H 1.55 1.31 -1.57
H -3.84 1.74 5.82
H -3.21 3.52 5.36
H 0.79 2.32 1.76
H 0.03 -2.09 -5.17
H 3.29 -5.89 -0.52
H -3.80 4.44 7.47
H 0.27 0.62 -6.56
H 3.17 -0.67 -3.29
H -5.79 2.91 6.06
H 2.09 -4.02 0.67
H -0.84 2.19 -6.39
H 0.53 2.17 5.79
H -0.42 1.04 -4.08
H 2.80 -4.95 -4.74
H 2.27 0.23 -5.35

SMILES: CCCCCCCCCCN1C[C@H](CCCO)N(C[C@@H](C)Cl)/C1=[N+](/CN)P(N)O
E_HOMO, eV: -11.9117
Total charge: +1
E_tot, eV: -54793.96862

=====

2.
Computed, not measured: a cluster of 3 separate species, H10N3 in total, with the ωB97M-V functional and the def2-TZVPD basis.

Geometry (Å):
N 1.81 0.28 -1.40
N 0.36 -0.77 0.65
N -2.30 0.32 1.01
H -1.74 0.88 0.38
H 1.03 -0.04 -0.68
H 0.68 -1.73 0.54
H 2.60 -0.30 -1.15
H -0.67 -0.77 0.65
H 2.03 1.28 -1.28
H 1.46 0.22 -2.36
H 0.60 -0.36 1.54
H -2.77 0.89 1.69
H -3.10 0.10 0.41

Energy above the lowest of the compared OMol25 structures with the same formula, charge and spin, kJ/mol: 66.36
E_HOMO, eV: -14.2135
Total charge: +1
E_tot, eV: -4626.62611

=====

3.
Computed, not measured: a cluster of 3 separate species, C2H10N2O2 in total, with the ωB97M-V functional and the def2-TZVPD basis.

Geometry (Å):
O 1.44 0.79 -2.28
O 2.35 0.16 0.61
N -1.12 0.07 -0.78
N -0.69 0.48 1.50
C -0.79 0.83 0.17
C -1.65 -1.24 -0.50
H -0.43 1.83 -0.03
H -0.34 1.09 2.22
H 0.70 0.39 -1.79
H 1.96 1.23 -1.61
H -1.05 -1.79 0.24
H -1.05 -0.40 1.84
H -1.57 -1.82 -1.43
H 1.86 0.00 1.42
H 3.08 -0.46 0.63
H -2.70 -1.16 -0.20

Energy above the lowest of the compared OMol25 structures with the same formula, charge and spin, kJ/mol: 50.19
SMILES: C/N=C\N.O.O
E_HOMO, eV: -9.4004
E_tot, eV: -9311.04922

=====

4.
Computed, not measured: an isolated molecule of C2H3F4N, with the ωB97M-V functional and the def2-TZVPD basis.

Geometry (Å):
F -0.90 -1.54 -0.54
F -1.83 0.41 -0.56
F -1.82 -0.81 1.26
F 0.87 -0.41 1.61
N 0.08 0.36 0.59
C 0.97 0.55 -0.47
C -1.14 -0.44 0.22
H 1.17 -0.28 -1.06
H 1.92 0.72 0.11
H 0.68 1.45 -1.15

Energy above the lowest of the compared OMol25 structures with the same formula, charge and spin, kJ/mol: 205.57
SMILES: CN(F)C(F)(F)F
E_HOMO, eV: -11.0364
E_tot, eV: -14480.50618

=====

5.
Computed, not measured: an isolated molecule of C4H7NO, with the ωB97M-V functional and the def2-TZVPD basis.

Geometry (Å):
O -0.81 -0.57 -0.29
N 0.14 2.82 0.05
C -1.48 -0.79 0.94
C 0.57 1.86 -0.44
C 1.10 0.62 -1.01
C 0.59 -0.58 -0.20
H 0.93 -0.49 0.84
H -1.29 -1.80 1.33
H 0.77 0.53 -2.05
H 1.00 -1.51 -0.61
H -1.17 -0.05 1.70
H -2.54 -0.67 0.74
H 2.20 0.65 -1.00

Energy above the lowest of the compared OMol25 structures with the same formula, charge and spin, kJ/mol: 147.62
SMILES: COCCC#N
E_HOMO, eV: -10.2890
E_tot, eV: -7798.11446

=====

6.
Computed, not measured: a structure of composition C54H47AsN2O4PtS2, with the ωB97M-V functional and the def2-TZVPD basis.

Geometry (Å):
Pt 0.43 0.26 0.91
As 1.74 2.17 0.36
S 1.21 1.27 3.24
S 0.55 0.92 -2.70
O -3.03 -2.00 -0.74
O -4.08 -1.16 1.08
O -0.66 -0.85 2.30
O 0.03 -1.45 -0.25
N 2.50 0.06 -4.28
N 0.33 0.31 -5.27
C -1.99 -0.46 2.20
C 0.24 -4.92 2.85
C 1.47 4.76 -2.97
C -1.42 -5.18 -2.82
C 1.85 -5.11 1.09
C -4.45 0.22 5.08
C -2.60 -0.28 3.61
C 4.43 -0.73 -5.47
C 1.11 2.98 2.97
C -3.92 0.11 3.80
C 3.48 3.83 -1.30
C -2.81 -1.62 1.56
C -2.13 3.30 1.42
C -2.13 2.10 -0.65
C -0.63 -3.17 -3.85
C -2.08 0.90 0.04
C 1.42 3.51 1.71
C -0.73 -2.56 -0.07
C -4.92 -0.58 -1.09
C -0.87 -3.27 -1.45
C 5.56 1.26 1.98
C -5.20 -2.89 -0.16
C 4.02 0.60 -0.24
C -1.81 -0.54 4.72
C 2.96 -0.41 -5.42
C 0.94 5.75 2.49
C -1.31 -4.59 -1.57
C 0.00 -3.56 0.86
C 2.18 3.38 -1.12
C -2.12 2.09 2.11
C -2.24 -2.44 0.37
C -1.09 -4.47 -3.96
C -0.43 -3.93 2.13
C 1.18 -4.13 0.38
C -0.52 -2.57 -2.60
C 5.28 0.03 -0.07
C 0.83 -0.18 -6.39
C 3.78 4.75 -2.31
C 4.31 1.84 1.80
C 2.15 -0.59 -6.54
C 0.73 3.87 3.99
C 3.54 1.52 0.69
C 1.17 3.86 -1.96
C -3.66 -0.06 6.19
C 0.66 5.23 3.75
C -2.15 3.31 0.03
C 6.05 0.36 1.04
C -4.29 -1.66 -0.23
C -2.33 -0.43 6.00
C -2.10 0.87 1.44
C 2.77 5.21 -3.15
C 1.36 -5.54 2.32
C 1.18 0.39 -4.19
C 1.31 4.87 1.47
H 4.63 -1.68 -4.96
H -2.07 -0.02 -0.53
H 0.88 6.81 2.30
H 0.14 -0.24 -7.23
H 0.48 3.46 4.96
H -5.31 -3.32 -1.16
H -4.75 -3.65 0.49
H -3.00 -2.32 2.37
H -2.52 -3.48 0.58
H 3.92 2.53 2.54
H -2.12 2.11 3.19
H 4.78 -0.81 -6.50
H -0.35 -2.60 -4.73
H -2.13 2.08 -1.74
H 3.40 0.33 -1.09
H 1.49 5.26 0.48
H -1.55 -5.16 -0.68
H 4.79 5.10 -2.43
H -5.48 0.54 5.21
H 2.75 -5.55 0.69
H -1.77 -6.21 -2.90
H -6.17 -2.61 0.24
H -1.71 -0.64 6.87
H 1.84 -6.34 2.86
H -4.98 -0.94 -2.12
H 2.52 -1.00 -7.47
H -0.16 -1.55 -2.48
H -2.11 4.23 1.98
H -5.91 -0.35 -0.71
H 3.00 5.92 -3.93
H -0.78 -0.81 4.55
H -4.30 0.31 -1.06
H -1.28 -3.43 2.58
H -1.19 -4.94 -4.94
H 1.56 -3.79 -0.57
H 4.27 3.48 -0.65
H -0.13 -5.21 3.83
H -2.19 4.25 -0.51
H 7.03 -0.09 1.17
H -4.07 0.03 7.18
H 4.99 0.04 -4.95
H 0.68 5.11 -3.62
H 6.15 1.50 2.86
H 0.16 3.51 -1.82
H 5.65 -0.68 -0.80
H -4.54 0.33 2.94
H 0.37 5.90 4.56

E_HOMO, eV: -1.6639
Total charge: -2
E_tot, eV: -153687.67032

=====

7.
Computed, not measured: a structure of composition H10NaO5, with the ωB97M-V functional and the def2-TZVPD basis.

Geometry (Å):
Na -0.21 0.07 -0.43
O 1.44 -1.49 -1.19
O 1.33 1.94 -0.69
O -2.23 -0.50 1.69
O -1.59 2.12 -0.70
O 0.40 -1.83 1.35
H 2.41 -1.45 -1.19
H 0.06 -2.66 1.72
H 1.34 2.86 -0.38
H -0.97 2.86 -0.68
H -2.44 -1.11 0.97
H -1.50 -0.92 2.17
H 2.26 1.70 -0.74
H 1.22 -2.03 -1.96
H 0.93 -2.09 0.59
H -2.45 2.51 -0.52

Energy above the lowest of the compared OMol25 structures with the same formula, charge and spin, kJ/mol: 63.77
E_HOMO, eV: -14.8793
Total charge: +1
E_tot, eV: -14812.45772